Arrangement P

Below is C23H29N3O5S in the gas phase, with properties calculated with ωB97M-V with the def2-TZVPD basis set.

Values from the calculation:
gap between HOMO and LUMO = 9.34 eV
structure (SMILES) = O=C(CN(CCc1ccccc1)C(=O)CNS(=O)(=O)c1ccccc1)NC[C@H]1CCCO1

XYZ file:
```
61
C23H29N3O5S, DFT ωB97M-V with the def2-TZVPD basis set
O 3.002 2.132 -0.997
C 1.920 1.591 -0.900
C 1.479 0.894 0.400
N 1.126 -0.492 0.186
C 2.013 -1.273 -0.661
C 3.453 -1.270 -0.130
C 3.508 -1.539 1.350
C 4.144 -0.646 2.202
C 4.177 -0.870 3.568
C 3.566 -1.992 4.100
C 2.933 -2.891 3.259
C 2.907 -2.669 1.894
C 0.100 -1.115 0.780
O -0.187 -2.284 0.572
C -0.718 -0.319 1.802
N -1.492 0.720 1.150
S -2.366 0.274 -0.210
O -1.422 0.072 -1.276
O -3.336 1.316 -0.378
C -3.184 -1.260 0.178
C -2.828 -2.420 -0.479
C -3.465 -3.602 -0.137
C -4.440 -3.603 0.848
C -4.795 -2.427 1.491
C -4.161 -1.243 1.155
N 1.003 1.518 -1.874
C 1.123 2.267 -3.099
C 0.027 3.344 -3.217
C -1.388 2.757 -3.387
C -2.238 3.601 -2.438
C -1.213 3.963 -1.367
O 0.005 4.163 -2.057
H 0.616 1.444 0.776
H 2.302 0.973 1.120
H 1.996 -0.875 -1.679
H 1.607 -2.285 -0.674
H 3.921 -0.308 -0.345
H 4.010 -2.041 -0.668
H 4.625 0.232 1.792
H 4.678 -0.166 4.217
H 3.586 -2.167 5.166
H 2.458 -3.771 3.667
H 2.409 -3.377 1.249
H -0.051 0.138 2.539
H -1.361 -1.049 2.313
H -2.089 1.236 1.781
H -2.059 -2.382 -1.231
H -3.195 -4.520 -0.635
H -4.931 -4.527 1.116
H -5.559 -2.433 2.253
H -4.424 -0.307 1.625
H 0.122 1.046 -1.690
H 2.104 2.748 -3.075
H 1.061 1.597 -3.963
H 0.290 3.994 -4.064
H -1.724 2.817 -4.420
H -1.412 1.714 -3.071
H -3.075 3.048 -2.019
H -2.599 4.501 -2.936
H -1.441 4.885 -0.830
H -1.122 3.138 -0.644
```


Arrangement Q

Below is C23H29N3O5S in the gas phase, with properties calculated with ωB97M-V with the def2-TZVPD basis set.

Values from the calculation:
gap between HOMO and LUMO = 9.24 eV
structure (SMILES) = CCOC(=O)N1CCN(C(=O)c2ccc(C)c(S(=O)(=O)Nc3cccc(C)c3C)c2)CC1

XYZ file:
```
61
C23H29N3O5S, DFT ωB97M-V with the def2-TZVPD basis set
C -2.917 6.300 2.815
C -2.101 6.321 1.531
O -1.185 5.227 1.470
C -1.704 4.050 1.055
O -2.856 3.893 0.726
N -0.767 3.071 1.008
C -1.169 1.713 0.716
C -1.041 0.852 1.980
N 0.296 0.968 2.513
C 1.210 -0.027 2.577
O 2.349 0.150 2.962
C 0.726 -1.384 2.153
C 0.206 -2.281 3.078
C -0.173 -3.551 2.680
C -0.047 -3.958 1.355
C -0.451 -5.322 0.907
C 0.481 -3.048 0.447
S 0.647 -3.562 -1.266
O 1.647 -4.585 -1.355
O -0.657 -3.835 -1.797
N 1.334 -2.238 -2.018
C 0.647 -1.147 -2.548
C -0.608 -0.832 -2.040
C -1.285 0.272 -2.522
C -0.704 1.072 -3.487
C 0.550 0.771 -4.005
C 1.135 1.667 -5.058
C 1.235 -0.354 -3.545
C 2.585 -0.742 -4.084
C 0.875 -1.783 0.830
C 0.687 2.330 2.811
C 0.570 3.186 1.544
H -3.551 7.181 2.858
H -2.258 6.293 3.681
H -3.544 5.413 2.837
H -2.765 6.277 0.662
H -1.473 7.213 1.476
H -0.528 1.312 -0.076
H -2.203 1.735 0.370
H -1.751 1.214 2.734
H -1.266 -0.189 1.751
H 0.103 -1.983 4.110
H -0.573 -4.241 3.408
H -1.220 -5.247 0.140
H 0.401 -5.825 0.452
H -0.823 -5.914 1.739
H 2.224 -2.464 -2.430
H -1.052 -1.471 -1.295
H -2.266 0.510 -2.139
H -1.233 1.940 -3.850
H 0.470 2.505 -5.248
H 2.100 2.062 -4.744
H 1.274 1.127 -5.994
H 3.350 -0.647 -3.313
H 2.872 -0.114 -4.921
H 2.573 -1.776 -4.431
H 1.297 -1.108 0.104
H 0.029 2.730 3.590
H 1.716 2.310 3.174
H 1.278 2.821 0.792
H 0.784 4.230 1.764
```


Structures ranked by computed energy, the most stable listed first: arrangement Q, arrangement P.